Entry 1:
Entry from the Open Molecules 2025 dataset: a single C23H45N2O2 molecule (the ωB97M-V functional and the def2-TZVPD basis).

XYZ file:
```
72
Properties=species:S:1:pos:R:3:forces:R:3
C -0.074079 4.294965 0.974420 -0.2 0.3 -0.3
C -1.477834 3.966356 1.756284 0.2 -0.5 -0.1
C -2.822294 4.601216 1.004295 0.0 -0.4 0.2
C -2.798023 4.336938 -0.629716 -0.3 -0.4 0.7
C -2.678072 2.716452 -0.850463 0.8 0.7 -0.1
C -2.957598 2.206336 -2.386721 0.2 -0.3 0.6
C -3.696655 0.716245 -2.313944 0.3 0.2 -1.0
C -2.727521 -0.447735 -3.005226 -0.9 -0.7 1.1
C -2.183846 -1.376172 -1.768502 0.8 -0.4 -0.3
C -0.917406 -0.682402 -0.924460 -1.8 -0.5 0.3
C -0.469953 -1.779991 0.196224 -0.6 -0.5 -1.6
C 0.866455 -1.457310 1.061320 0.2 -1.4 -0.4
N 0.525837 -1.484551 2.531185 -1.0 -0.5 0.1
C -0.476376 -0.445167 2.949238 -1.0 0.3 1.8
C 0.279186 -2.851017 3.093915 4.5 -2.8 4.1
C -1.055132 -3.788271 2.929711 -0.2 0.2 0.6
O 1.259149 -3.365654 3.889979 -6.1 3.2 -5.0
C 1.620844 -0.044039 0.782370 0.2 0.7 0.9
C 2.871086 -0.045922 -0.258187 1.1 3.3 -0.2
C 2.518180 0.627184 -1.750226 0.3 0.7 -0.1
C 3.972522 1.042891 0.388104 -0.1 0.6 0.5
N 3.644564 -1.318599 -0.412412 0.0 -0.6 2.4
O 4.605916 -1.491047 0.510480 -1.8 0.5 -2.1
C 2.825340 -2.564194 -0.546956 0.4 -2.6 0.2
C 3.918652 -3.832263 -0.489336 -1.3 -0.3 -0.4
C 2.018374 -2.761468 -1.955720 -0.4 -0.5 -0.2
C 1.917433 -2.725761 0.810888 0.5 0.0 -0.2
H 0.834110 4.314021 1.716303 -1.8 0.1 -1.4
H 0.201318 3.512748 0.132222 -0.7 1.5 1.7
H -0.218738 5.334944 0.432317 0.7 -2.0 1.2
H -1.592646 2.788485 1.778166 0.1 2.4 0.1
H -1.379497 4.340783 2.883749 -0.4 -0.8 -2.5
H -2.951743 5.751979 1.275279 0.3 -2.5 -0.7
H -3.762366 4.003189 1.424712 1.9 1.4 -0.8
H -3.843988 4.664605 -1.091581 2.4 -0.4 0.9
H -1.891500 4.933382 -1.114074 -2.1 -1.3 0.8
H -1.568267 2.418562 -0.570132 -2.3 0.5 -0.5
H -3.382329 2.194693 -0.066699 1.2 1.0 -1.7
H -1.889126 2.120974 -2.910636 -2.4 0.1 1.0
H -3.597353 2.965223 -3.036009 1.3 -1.5 1.6
H -3.944847 0.394696 -1.193985 0.6 0.8 -2.5
H -4.723091 0.783664 -2.897912 2.1 -0.2 1.2
H -3.384748 -1.130298 -3.729004 1.5 1.5 1.5
H -1.821407 -0.006022 -3.600746 -1.8 -0.7 1.1
H -1.761369 -2.395011 -2.198075 -0.9 2.0 0.8
H -3.080114 -1.653451 -1.031139 2.0 0.7 -1.6
H -0.091581 -0.351454 -1.680304 -1.5 -0.7 1.6
H -1.363199 0.253246 -0.355268 1.1 -1.7 -1.3
H -0.286171 -2.804361 -0.390189 -0.4 2.2 1.3
H -1.448994 -1.993722 0.846068 2.4 0.6 -1.2
H -0.668562 -0.609622 4.115161 0.4 0.4 -2.5
H -1.527726 -0.511812 2.441468 1.8 0.1 0.6
H -0.100291 0.675142 2.859990 -0.4 -2.6 -0.1
H -0.943555 -4.640007 2.102353 -0.1 2.2 1.6
H -1.210493 -4.369589 3.953376 0.5 1.4 -2.2
H -1.995880 -3.099075 2.748586 1.9 -1.6 0.1
H 0.910001 0.858956 0.471417 1.3 -2.2 0.5
H 2.065232 0.300221 1.837653 -0.9 -1.0 -2.3
H 3.296142 1.502358 -1.983817 -1.6 -2.0 0.6
H 2.639062 -0.134552 -2.633134 -0.5 1.4 1.8
H 1.458566 1.176826 -1.744282 2.2 -1.5 -0.1
H 3.552676 2.157751 0.307361 0.7 -2.5 0.0
H 4.153860 0.863053 1.537489 -0.3 0.1 -2.4
H 5.013902 0.999346 -0.154741 -2.2 0.0 0.9
H 4.207123 -4.112951 0.611943 -0.3 0.8 -2.3
H 3.323710 -4.755761 -0.936388 1.3 1.8 0.9
H 4.828909 -3.593653 -1.186002 -1.7 -0.5 1.6
H 1.277242 -3.690796 -1.847869 1.7 2.0 -0.1
H 1.353782 -1.860027 -2.289993 1.4 -1.7 0.7
H 2.763306 -3.063961 -2.822246 -1.4 0.9 1.8
H 2.696947 -2.813482 1.711388 -1.9 0.3 -2.0
H 1.344941 -3.766261 0.690682 1.1 2.3 0.5
```
Positions in Å, forces in eV/Å.

## Properties
**2S+1**: 2
**HOMO energy (alpha / beta)**: -8.753 / -9.056 eV

Entry 2:
Entry from the Open Molecules 2025 dataset: 3 unconnected molecules or ions with the total composition C23H46BNO7PS2 (the ωB97M-V functional and the def2-TZVPD basis).

XYZ file:
```
81
Properties=species:S:1:pos:R:3:forces:R:3
C 3.863128 4.379844 1.681239 0.4 -0.4 0.7
C 4.105460 2.970644 0.919600 1.6 1.1 -0.9
C 5.488475 3.170544 0.068867 0.0 -0.9 0.4
C 2.973081 2.598413 -0.152057 0.4 -0.2 0.1
C 1.582464 2.078609 0.466642 -0.3 1.1 1.2
C 1.656527 1.794210 2.071828 0.1 0.3 -0.8
C 0.533693 3.319214 0.321389 2.0 -0.1 0.8
O -0.807582 2.996866 0.772134 1.2 -1.0 -2.5
C -1.511703 2.141352 -0.138810 -2.1 1.1 0.9
N -1.218693 2.188078 -1.610812 0.0 2.6 -2.0
P -0.111704 1.136539 -2.537456 -0.4 -2.5 -1.9
S -1.001306 0.231681 -4.037913 0.4 1.0 0.9
C -1.907810 3.115029 -2.295016 -0.9 0.6 2.2
C -2.886606 3.959997 -1.304599 0.3 -1.4 -0.5
S -1.876808 5.495097 -1.006164 0.5 -0.2 1.0
C -4.229562 4.551552 -1.967664 1.0 -0.5 -1.0
B -5.236047 5.279583 -0.919602 -2.5 -0.1 0.6
O -6.640064 4.995665 -1.074467 2.8 0.9 1.2
O -4.866341 6.194311 0.133931 -0.2 -0.3 -2.5
C -2.993575 2.833435 -0.169447 -0.1 -2.0 1.3
C -3.410653 3.270542 1.333507 -0.6 0.9 -0.6
C -3.907229 1.579975 -0.694066 -0.6 -0.3 0.0
C -4.908619 1.017236 0.417162 -4.9 0.8 0.0
O -6.135926 1.280022 0.288349 4.9 -1.0 0.5
O -4.548740 0.239531 1.545729 1.6 1.6 -2.7
H 2.901769 4.913479 1.381900 1.1 -0.8 0.6
H 4.715692 5.136823 1.498309 -1.3 -1.3 0.1
H 3.900260 4.138672 2.808012 -0.4 0.7 -1.6
H 4.343542 2.137610 1.669903 -0.8 1.2 -1.1
H 5.212290 3.512784 -0.983612 0.7 -0.2 1.4
H 6.211891 3.886038 0.605989 -1.3 -1.0 -1.0
H 6.065080 2.171523 -0.015511 -1.0 1.5 0.0
H 3.439980 1.831062 -0.878056 -0.9 1.0 1.1
H 2.796694 3.551822 -0.780700 0.2 -1.4 0.9
H 1.198171 1.114104 -0.005567 0.6 1.3 0.4
H 0.680705 1.298522 2.386633 1.3 0.7 -0.2
H 1.804475 2.807625 2.607141 -0.3 -1.7 -0.7
H 2.538295 1.120606 2.332399 -1.3 0.8 -0.4
H 0.582155 3.818770 -0.711664 -0.5 -0.9 1.3
H 0.932423 4.115668 1.059856 -0.9 -1.2 -1.2
H -1.478840 1.008339 0.077355 0.0 1.8 0.3
H 0.992287 1.930016 -2.989122 -0.4 0.0 1.0
H 0.281400 0.072213 -1.635037 0.0 1.4 0.1
H -1.903574 3.354897 -3.407637 0.5 -0.8 1.5
H -1.455186 5.454163 0.334468 -0.5 -0.5 -1.4
H -4.731926 3.755412 -2.624110 0.5 1.2 1.1
H -3.878649 5.374589 -2.704708 -0.5 -1.2 1.0
H -7.101277 5.472620 -0.339405 0.3 -0.5 -0.9
H -4.667713 7.048477 -0.330273 0.0 -0.9 0.9
H -4.535138 3.539849 1.371551 1.7 -0.6 -0.2
H -2.871652 4.239884 1.651909 -0.7 -1.8 -0.4
H -3.242433 2.414669 2.077140 0.0 1.4 -1.1
H -3.275223 0.693179 -1.053131 -0.6 1.3 0.5
H -4.565106 1.873149 -1.596310 0.9 -0.5 1.7
H -3.559089 0.193292 1.511686 -1.1 -0.3 0.4
C 2.266304 -3.750626 0.186906 0.3 0.0 0.3
C 0.959219 -4.431798 -0.154241 -0.2 -0.3 -0.3
C -0.059903 -3.408597 0.304382 -0.3 -0.1 0.3
O 0.549964 -2.116403 0.150029 0.1 0.1 -0.1
C 1.950963 -2.297171 -0.106044 0.0 0.3 -0.2
H 3.118440 -4.124204 -0.383142 -0.1 0.1 0.0
H 2.484195 -3.878477 1.252299 0.0 0.0 -0.1
H 0.886183 -4.571934 -1.237776 0.0 0.0 0.1
H 0.831804 -5.403856 0.324796 0.0 0.1 -0.1
H -0.305036 -3.538755 1.363480 0.0 -0.1 0.0
H -0.985312 -3.449697 -0.274789 0.1 0.1 0.0
H 2.132863 -2.056566 -1.159999 0.1 0.0 0.0
H 2.530177 -1.608124 0.513804 -0.1 0.0 0.0
C 2.569216 -9.562413 0.418221 0.3 -0.1 0.3
C 1.261320 -10.240758 0.076202 -0.2 -0.3 -0.4
C 0.244204 -9.215209 0.535776 -0.3 0.1 0.3
O 0.855771 -7.926022 0.382498 0.2 -0.2 0.0
C 2.255735 -8.108427 0.126375 0.0 0.3 -0.2
H 3.420760 -9.937044 -0.152094 -0.1 0.1 0.0
H 2.786965 -9.691335 1.483526 0.0 0.0 -0.1
H 1.188165 -10.379929 -1.007355 0.0 0.0 0.1
H 1.131894 -11.212921 0.554433 0.0 0.1 0.0
H -0.001432 -9.345772 1.594889 0.0 -0.1 0.0
H -0.681109 -9.253629 -0.043508 0.1 0.1 0.0
H 2.437361 -7.867163 -0.926860 0.1 0.0 0.0
H 2.836124 -7.421002 0.746480 -0.1 0.0 0.0
```
Positions in Å, forces in eV/Å.

## Properties
**Total charge**: +1
**HOMO energy**: -11.042 eV

Entry 3:
Entry from the Open Molecules 2025 dataset: a molecular structure, C23H46Br12O5 (the ωB97M-V functional and the def2-TZVPD basis).

XYZ file:
```
86
Properties=species:S:1:pos:R:3:forces:R:3
C -9.804481 1.184662 19.688712 -0.7 -2.7 1.1
C -9.859800 0.444576 18.380490 1.8 0.0 0.4
O -8.827348 0.261807 17.739318 -1.1 -1.7 2.4
C -11.174682 0.082405 17.852709 -2.2 -0.9 0.6
H -10.367041 0.681467 20.475101 0.0 -0.1 -0.1
H -10.221516 2.158986 19.434000 0.0 -1.9 1.9
H -8.784756 1.384835 20.017604 -1.3 -2.3 0.6
H -11.206598 -0.784808 17.193138 0.3 -0.1 0.3
H -11.589943 0.889136 17.248670 0.2 -0.1 0.7
H -11.925042 0.032712 18.641749 0.8 -1.3 -0.2
O -12.319872 3.888179 19.679368 -0.2 0.9 0.3
C -12.183852 2.843852 20.257897 0.0 0.2 -0.3
O -11.397775 2.680992 21.320638 -1.1 -0.4 -0.2
C -10.584442 3.744896 21.792896 1.6 0.3 -0.6
C -9.324752 3.975239 20.924309 -0.8 -0.3 0.7
C -12.837692 1.602150 19.772367 -0.9 -0.4 0.2
H -10.300952 3.273283 22.733806 0.1 1.0 0.4
H -11.074475 4.718471 21.804739 -0.6 -0.4 0.6
H -8.538166 4.523498 21.442751 -0.3 0.4 0.5
H -9.477555 4.468145 19.964202 -0.6 0.1 1.2
H -8.747509 3.104861 20.612332 -3.4 0.9 2.1
H -12.718318 1.411587 18.705812 0.1 1.1 0.4
H -13.915867 1.748022 19.838400 -0.1 -0.2 0.6
H -12.466767 0.711809 20.280104 -0.5 0.2 0.3
O -5.673338 1.434062 19.740073 -3.8 1.7 -3.0
C -6.385868 2.196712 18.997778 0.3 -3.0 4.1
O -6.286232 2.411888 17.732520 -0.9 -1.8 0.3
C -5.126937 2.047265 17.002630 -0.8 1.8 -1.4
C -5.266479 2.013346 15.484317 -3.5 2.5 4.5
C -7.571803 2.833194 19.634721 2.8 0.8 -2.3
H -4.718308 1.060007 17.218156 -2.5 3.5 -0.3
H -4.327683 2.721178 17.311065 -2.6 0.7 -0.2
H -4.353587 1.833409 14.916556 1.9 2.3 16.3
H -5.527881 2.984099 15.063136 -0.5 -2.0 1.5
H -6.030812 1.335633 15.104030 0.4 -0.6 0.2
H -7.510366 2.904373 20.720656 1.8 -0.6 -0.8
H -8.489655 2.319505 19.348762 2.0 0.7 -0.8
H -7.835433 3.787486 19.178746 0.7 0.3 0.3
Br -6.561077 4.567685 16.797571 4.5 2.3 -5.4
C -6.098963 5.427897 15.088876 -0.5 1.3 0.1
C -5.646023 4.400079 14.107154 0.4 2.1 -1.0
Br -4.962090 5.346904 12.477223 -6.1 7.4 1.4
H -5.335679 6.185119 15.268086 0.1 -0.2 0.1
H -6.987303 5.962000 14.751728 0.0 -0.2 0.0
H -6.474520 3.747633 13.831488 0.3 0.0 -0.4
H -4.765047 3.888738 14.495113 0.1 1.0 -1.1
Br -10.266494 3.295407 18.066838 -0.1 1.9 -6.0
C -8.848229 3.200256 16.586355 -1.9 -2.4 -0.5
C -8.664081 1.775178 15.982907 0.4 1.7 -0.8
Br -10.501353 1.186671 15.426258 2.3 0.6 -2.4
H -7.904439 3.636598 16.913385 -3.4 -2.1 0.4
H -9.223469 3.810672 15.764955 -0.3 0.3 0.3
H -8.041450 1.064163 16.525932 -1.2 0.4 0.1
H -7.983276 1.804751 15.132186 -0.8 0.9 -1.0
Br -2.601521 2.128019 17.100206 6.4 3.0 0.7
C -2.367040 2.713040 19.018590 -1.1 -0.8 0.6
C -3.231160 1.754117 19.815966 1.1 0.9 1.0
Br -2.966564 2.290939 21.748916 0.0 -0.3 -0.8
H -2.854183 3.682335 19.124740 0.5 0.2 -0.3
H -1.351982 2.703032 19.415641 0.2 0.1 -1.0
H -3.061248 0.680121 19.740045 0.5 0.5 0.3
H -4.296262 1.928868 19.663942 1.5 0.0 0.1
Br -3.476570 3.597757 12.363203 4.8 -7.9 -1.3
C -4.006826 1.681200 12.188767 1.2 -2.1 1.7
C -3.872268 1.116997 13.645544 2.8 -1.7 -5.6
Br -4.302770 -0.819491 13.874700 -0.5 1.1 -0.6
H -3.397773 1.079819 11.513869 0.0 0.4 -0.2
H -5.058918 1.567086 11.927636 0.1 0.7 -0.3
H -4.457192 1.744512 14.317988 -1.6 -3.3 -15.4
H -2.830371 1.137506 13.965144 0.1 0.2 -0.1
Br -4.133464 -0.306188 17.723046 2.5 -7.6 2.1
C -2.541034 -0.464450 16.601929 0.1 -1.0 -0.1
C -2.337028 -1.930332 16.342709 -0.3 0.0 -0.9
Br -0.854166 -2.076159 15.135402 1.0 -0.1 -0.4
H -1.614991 -0.003328 16.945319 -0.3 -0.6 1.1
H -2.777300 0.248028 15.811581 -0.1 -1.4 -0.7
H -3.099751 -2.389103 15.713509 -0.3 0.1 0.8
H -2.099337 -2.487488 17.248893 -0.2 0.1 -0.2
Br -9.290054 6.016172 18.415916 1.0 2.0 -0.3
C -7.640153 6.724500 19.353807 -2.1 0.4 -0.7
C -6.433900 6.081432 18.812654 0.5 1.4 1.7
Br -5.009889 6.985798 19.862288 0.1 -0.5 -0.4
H -7.903834 6.507008 20.388819 0.4 0.3 -0.1
H -7.680966 7.770311 19.049295 0.1 0.0 0.7
H -6.314935 6.227140 17.739011 0.5 1.6 1.5
H -6.435897 5.000125 18.950023 0.6 0.6 0.9
```
Positions in Å, forces in eV/Å.

## Properties
**HOMO energy**: -7.700 eV

Calculated total energy (computed, Eh): -1162.866629; -2647.641311; -32167.216805
Largest force on an atom (computed, eV Å⁻¹): 8.48; 5.05; 16.57